[1]
Below is a cluster of 2 separate species, C4H11O in total, with properties calculated with ωB97M-V/def2-TZVPD.

Its highest occupied orbital energy (alpha / beta) is -10.646 / -10.282 eV. Its spin multiplicity is 2. As for the LUMO energy (alpha / beta): 1.0 / -1.7 eV. The HOMO-LUMO gap (alpha / beta) comes out at 11.637 / 8.571 eV. The expectation value of S² is 0.755.

Last column: Mulliken charge in e.
CARTESIAN COORDINATES (ANGSTROEM)
C 0.83430 -0.69168 -2.75891  -0.46
O 1.19385 -1.50361 -1.77543  -0.38
H 1.52331 -0.00987 -3.36327  0.25
H -0.13591 -0.09703 -2.47735  0.22
H 0.39455 -1.21572 -3.66678  0.30
C 0.80827 0.50128 0.52597  -0.74
C -0.68882 0.49363 0.95245  -0.14
C -1.11992 0.01378 2.31452  -1.03
H 0.96873 -0.46582 -0.13871  0.03
H 1.02490 1.44589 -0.05289  0.26
H 1.47266 0.42380 1.33469  0.42
H -1.01945 1.51811 0.83879  0.27
H -1.27108 -0.16753 0.18212  0.18
H -2.29867 0.39853 2.54148  0.23
H -0.50006 0.50986 3.05463  0.33
H -1.18665 -1.15363 2.48871  0.26

***

[2]
Below is a cluster of 2 separate species, C2H4INS in total, with properties calculated with ωB97M-V/def2-TZVPD.

Its highest occupied orbital energy (alpha / beta) is -8.375 / -8.219 eV. As for the LUMO energy (alpha / beta): -1.7 / -1.8 eV. The HOMO-LUMO gap (alpha / beta) comes out at 6.715 / 6.399 eV.

Last column: Mulliken charge in e.
CARTESIAN COORDINATES (ANGSTROEM)
C 0.94326 -0.86034 0.08259  0.40
C -1.25371 0.22657 -0.03396  -0.95
N 0.21479 0.20796 0.00264  -0.17
S 1.00309 -2.41004 -0.00882  -0.17
I 3.49067 0.74306 -0.01517  -0.39
H -1.66639 1.17182 0.20780  0.36
H -1.45089 0.27250 -1.10230  0.36
H -1.86055 -0.44148 0.61663  0.32
H 0.57974 1.08994 0.25059  0.24

***

[3]
Below is a cluster of 3 separate species, C6H18NO in total, with properties calculated with ωB97M-V/def2-TZVPD.

Its highest occupied orbital energy is -12.481 eV. As for the LUMO energy: -7.2 eV. The HOMO-LUMO gap comes out at 5.300 eV. The charge is +1.

Last column: Mulliken charge in e.
CARTESIAN COORDINATES (ANGSTROEM)
C 0.95094 2.07840 -0.83477  -0.78
C 0.33063 1.00389 -1.67642  -0.75
C 0.02949 -0.39853 -0.90865  0.04
C -0.90617 -0.20944 0.37765  -0.28
C -2.21667 0.50582 0.30952  -0.72
C -3.45775 -0.30988 -0.42883  -0.91
N 2.62787 -2.56812 0.69922  -0.60
H 1.98294 1.82281 -0.56070  0.28
H 1.09265 3.07242 -1.21313  0.37
H 0.28556 2.01477 0.11185  0.13
H -0.69278 1.22812 -2.14714  0.27
H 1.04725 -0.72332 -0.69309  -0.09
H -0.45544 -1.10509 -1.63830  0.41
H -0.65631 -0.92964 1.19105  0.71
H 0.91325 -0.00286 1.60169  0.25
H -2.01318 1.46921 -0.19936  0.33
H -2.54256 0.74079 1.31746  0.42
H -4.34024 0.37665 -0.30884  0.34
H -3.24454 -0.70442 -1.44666  0.32
H -3.59920 -1.22869 0.26694  0.33
H 2.67559 -3.62351 0.75600  0.21
H 2.92549 -2.02764 1.48562  0.20
H 0.80520 0.76776 -2.56163  0.56
H 2.98237 -2.11463 -0.11213  0.21
H 1.65900 0.70818 2.78853  0.31
O 1.79963 0.27679 1.92953  -0.57

***

[4]
Below is a structure of composition C29H38N4O8W, with properties calculated with ωB97M-V/def2-TZVPD.

Its highest occupied orbital energy (alpha / beta) is -6.545 / -8.450 eV. Its spin multiplicity is 3. As for the LUMO energy (alpha / beta): -0.2 / -0.7 eV. The HOMO-LUMO gap (alpha / beta) comes out at 6.297 / 7.735 eV. The expectation value of S² is 2.018.

Last column: Mulliken charge in e.
CARTESIAN COORDINATES (ANGSTROEM)
W -0.12900 -0.31329 0.22275  2.80
C 0.06753 -2.47020 1.14110  -0.91
C 0.11258 -1.61131 2.27452  0.74
C 1.28975 -0.78261 2.10789  0.72
C 1.93350 -1.25552 0.91249  -1.26
C 1.24507 -2.33291 0.35202  1.17
C 1.85648 -3.39290 -0.54615  1.47
C 2.40621 -4.41078 0.48104  -1.69
C 3.03109 -2.84641 -1.35875  -1.80
C 0.87900 -4.14251 -1.45326  -1.60
C 2.06789 0.16084 3.04847  2.35
C 3.38105 0.60441 2.38287  -2.18
C 2.47570 -0.63564 4.30058  -1.85
C 1.35203 1.44551 3.48171  -1.75
C -0.83086 -1.89297 3.45469  1.88
C -0.10181 -2.93160 4.33318  -1.68
C -1.20536 -0.67796 4.30124  -1.63
C -2.13184 -2.58528 3.01317  -1.85
H -0.73156 -3.16174 0.93317  0.08
H 2.82975 -0.83334 0.49856  0.53
H 3.07625 -3.93031 1.19731  0.31
H 2.96600 -5.18691 -0.04434  0.51
H 1.59583 -4.89001 1.03506  0.30
H 3.83005 -2.48096 -0.70931  0.34
H 2.71342 -2.04307 -2.02047  0.32
H 3.45146 -3.65298 -1.96298  0.47
H -0.08994 -4.30402 -0.97973  0.20
H 1.30525 -5.11914 -1.68987  0.52
H 0.72034 -3.62784 -2.39648  0.28
H 4.05829 -0.23615 2.21668  0.34
H 3.88533 1.30168 3.05386  0.50
H 3.20089 1.10942 1.43411  0.28
H 2.88794 -1.61177 4.03485  0.35
H 1.64779 -0.78346 4.98888  0.25
H 3.24767 -0.07935 4.83555  0.57
H 1.49354 2.22390 2.73492  0.35
H 1.80785 1.80625 4.40662  0.58
H 0.28737 1.32691 3.65340  0.05
H 0.84344 -2.57048 4.72648  0.23
H 0.09528 -3.83958 3.75911  0.30
H -0.74206 -3.19971 5.17615  0.47
H -0.35075 -0.23798 4.80930  0.25
H -1.91372 -0.98952 5.07032  0.58
H -1.69088 0.09817 3.70924  0.13
H -1.93983 -3.55421 2.55010  0.40
H -2.72965 -1.99433 2.32905  0.21
H -2.72633 -2.77960 3.90715  0.49
O 1.33288 0.98582 -0.08218  -0.33
N 1.19158 2.04128 -0.96666  -1.63
N 0.12065 1.79226 -1.69970  1.44
O -0.80377 0.92747 -1.20515  -0.59
C -0.12432 2.38507 -2.93131  0.54
C -1.35873 2.20324 -3.55687  -0.35
C -1.58730 2.80614 -4.78176  -0.79
C -0.61166 3.58944 -5.38384  -0.50
C 0.61045 3.76420 -4.74882  -0.60
C 0.86846 3.16850 -3.52642  -0.52
H -2.11459 1.59368 -3.08432  0.50
H -2.54304 2.66144 -5.26897  0.37
H -0.80044 4.05735 -6.34086  0.39
H 1.38018 4.36678 -5.21402  0.37
H 1.82330 3.28748 -3.03652  0.44
O -4.87865 2.69653 2.36399  -0.55
C -3.83796 3.51222 2.27827  0.38
O -3.91730 4.68866 2.52080  -0.60
C -2.54009 2.91379 1.86019  0.33
C -1.38352 3.64538 1.66186  -0.68
N -0.41906 2.79175 1.30385  -0.16
N -0.87895 1.54340 1.26324  0.54
C -2.16502 1.59531 1.55684  -1.20
C -2.90132 0.33219 1.28686  1.20
O -4.08678 0.22480 1.56420  -0.89
O -2.17366 -0.55370 0.70245  -0.57
H -4.66082 1.76388 2.10579  0.39
H -1.21513 4.70576 1.74714  0.56
H 0.50067 2.97036 0.91261  0.21
O -0.81199 -1.56085 -1.27857  -0.64
C -0.22082 -1.44558 -2.44029  -0.06
O 0.85163 -0.91109 -2.63221  -0.56
H -0.80562 -1.91162 -3.24624  0.44

***

[5]
Below is a structure of composition C6H4O, with properties calculated with ωB97M-V/def2-TZVPD.

Its highest occupied orbital energy (alpha / beta) is -8.755 / -8.757 eV. As for the LUMO energy (alpha / beta): -1.7 / -1.7 eV. The HOMO-LUMO gap (alpha / beta) comes out at 7.025 / 7.028 eV.

Last column: Mulliken charge in e.
CARTESIAN COORDINATES (ANGSTROEM)
C 1.16412 -0.38995 -1.10394  -1.03
C 0.34475 -0.64646 0.08645  1.03
C 0.07490 -1.53788 1.02227  -1.26
C -0.91717 -0.64217 1.59806  0.79
O -1.67773 -0.60097 2.50991  -0.43
C -0.79935 0.60639 0.52574  -0.42
C -1.07513 1.69118 0.01964  0.00
H 1.86002 -1.22706 -1.10848  0.31
H 1.73051 0.54051 -1.06453  0.33
H 0.57959 -0.41946 -2.02355  0.30
H -1.28450 2.62588 -0.46158  0.40

***

[6]
Below is a cluster of 11 separate species, C43H105N3O11 in total, with properties calculated with ωB97M-V/def2-TZVPD.

Its highest occupied orbital energy is -7.420 eV. As for the LUMO energy: 0.3 eV. The HOMO-LUMO gap comes out at 7.714 eV. Its structure (SMILES) is CC1(C)CCCC(C)(C)N1O.CC1(C)CCCC(C)(C)N1O.CC1(C)CCCC(C)(C)N1O.CC(C)O.CC(C)O.CC(C)O.CC(C)O.CO.CO.CO.CO.

Last column: Mulliken charge in e.
CARTESIAN COORDINATES (ANGSTROEM)
C 16.04640 -15.15690 9.05407  -1.78
C 16.76584 -14.55119 7.85215  2.24
C 17.60722 -15.70055 7.25729  -2.34
C 15.81993 -14.03857 6.73123  -0.44
C 15.21715 -12.71134 7.12486  -0.96
C 16.30158 -11.67568 7.56699  -1.46
C 17.08831 -12.20973 8.73710  1.50
C 18.20806 -11.15162 8.94520  -1.86
C 16.21724 -12.12006 10.00122  -1.78
N 17.69866 -13.49562 8.27608  0.08
O 18.55901 -14.05071 9.25858  -0.21
H 16.76504 -15.42356 9.88003  0.17
H 15.24175 -14.54090 9.35393  0.45
H 15.64816 -16.12545 8.80315  0.43
H 18.15708 -15.33914 6.42828  0.80
H 18.28020 -16.14458 8.01370  0.05
H 17.11411 -16.58942 6.86565  0.02
H 16.26525 -13.99003 5.73049  0.33
H 15.04204 -14.81081 6.70596  -0.19
H 14.67029 -12.36353 6.29542  0.64
H 14.53647 -12.97606 7.96211  0.28
H 15.83306 -10.79059 7.89439  0.61
H 17.04769 -11.41711 6.79067  0.41
H 17.67596 -10.17079 8.72887  0.45
H 18.94221 -11.26053 8.16530  0.46
H 18.63664 -11.23557 9.94921  0.34
H 15.30307 -12.68592 10.02469  0.33
H 16.04747 -11.06589 10.19324  0.45
H 16.77918 -12.56948 10.77603  0.43
H 19.41637 -13.95797 8.82346  0.33
C 13.63589 -17.50899 0.25626  -1.43
C 13.12558 -18.96177 0.59804  1.56
C 11.62330 -18.80351 1.04045  -1.72
C 13.37116 -19.91546 -0.57050  -1.24
C 12.94604 -21.35033 -0.12154  -0.71
C 13.84105 -21.80379 0.96766  -1.31
C 13.71038 -20.86113 2.20068  1.91
C 12.44162 -21.23428 2.96738  -1.51
C 14.81969 -21.13598 3.18936  -2.27
N 13.93390 -19.47153 1.72524  0.62
O 13.67675 -18.66502 2.82206  -0.10
H 14.75726 -17.49834 0.46527  0.09
H 13.50391 -17.22043 -0.77255  0.43
H 13.37108 -16.66282 0.90315  0.16
H 11.57953 -18.41647 2.04570  0.25
H 11.20482 -18.14100 0.27009  0.50
H 10.98002 -19.66673 0.96776  0.34
H 12.85111 -19.52144 -1.43414  0.49
H 14.44516 -19.93053 -0.71462  0.30
H 11.89108 -21.43751 0.04825  0.35
H 13.12083 -22.01245 -1.00857  0.40
H 14.90894 -21.72285 0.60951  0.32
H 13.68885 -22.80502 1.23661  0.49
H 12.74767 -22.16247 3.49839  0.45
H 11.45555 -21.52066 2.39938  0.27
H 12.09297 -20.44356 3.67738  0.19
H 14.54323 -20.67871 4.21264  0.15
H 15.77661 -20.75714 2.85894  0.28
H 14.90674 -22.17893 3.44303  0.58
H 14.49312 -18.23992 3.14539  0.19
C 17.54029 -22.21124 6.74808  -2.06
C 18.01080 -20.77529 6.53738  2.04
C 17.75441 -20.46162 5.09357  0.00
C 17.28395 -19.84080 7.49865  0.20
C 17.74342 -19.92602 8.93500  -1.63
C 19.27181 -19.67817 8.96140  -0.81
C 20.07782 -20.59075 8.07354  1.54
C 21.48878 -19.99491 8.00573  -1.77
C 20.33197 -21.90345 8.78124  -1.80
N 19.46154 -20.66408 6.77180  1.42
O 20.21941 -21.37018 5.87207  -0.66
H 17.57643 -22.63137 7.71100  0.41
H 18.08209 -22.95707 6.16506  0.41
H 16.45499 -22.24704 6.41947  0.31
H 18.13356 -19.45737 4.80787  -1.08
H 16.66433 -20.49202 4.85642  -0.47
H 18.17786 -21.15021 4.34314  0.56
H 17.31107 -18.82267 7.10425  -0.83
H 16.17905 -20.07641 7.45756  0.62
H 17.43630 -20.87161 9.32700  0.51
H 17.22921 -19.19509 9.57716  0.40
H 19.73470 -19.68333 9.94898  0.49
H 19.51721 -18.68659 8.66605  0.02
H 21.60852 -19.05232 7.49586  -0.26
H 21.83273 -20.01690 9.07316  0.62
H 22.27573 -20.62783 7.52900  0.42
H 20.89902 -21.74564 9.68864  0.47
H 19.28427 -22.26153 9.09263  0.31
H 20.76695 -22.71091 8.15272  0.30
H 20.69235 -20.65204 5.36172  0.53
C 20.57240 -17.47710 4.96073  -0.25
C 21.69117 -18.33271 4.29013  1.11
C 23.00822 -17.57885 4.46441  -1.77
O 21.90058 -19.64624 4.85609  -0.73
H 20.85380 -17.16683 6.01915  -0.18
H 19.51939 -17.90603 5.06797  -0.48
H 20.51751 -16.55379 4.36566  0.70
H 21.53586 -18.55012 3.24678  -0.08
H 22.89905 -16.51203 4.27463  0.35
H 23.70672 -18.01553 3.80993  0.41
H 23.33008 -17.60674 5.52139  0.50
H 22.41828 -19.50852 5.63735  0.26
C 17.72244 -16.41201 0.52396  -1.66
C 18.51564 -17.26810 1.45260  0.84
C 17.78099 -18.38979 2.10347  0.10
O 19.71525 -17.85315 0.80270  -0.27
H 18.38907 -15.93601 -0.17820  0.37
H 16.98993 -15.80663 1.08104  0.31
H 17.20118 -17.09658 -0.10884  0.37
H 18.87641 -16.62927 2.23134  0.07
H 17.27807 -19.04522 1.38492  0.46
H 16.98293 -17.96703 2.74327  -0.17
H 18.43895 -18.93241 2.74699  -0.36
H 20.51264 -17.24671 0.89665  -0.03
C 23.35947 -18.06144 0.49222  -1.13
C 22.96810 -16.78261 -0.12271  0.51
C 22.02272 -16.90344 -1.41392  -0.96
O 22.22840 -16.04833 0.91872  -0.47
H 23.82990 -17.94374 1.50727  0.07
H 24.12907 -18.52968 -0.09542  0.53
H 22.56635 -18.78778 0.60972  0.18
H 23.88240 -16.20756 -0.49222  0.35
H 20.97696 -17.00685 -1.18753  0.16
H 22.36552 -17.67565 -2.14813  0.34
H 22.06329 -15.91134 -1.96369  0.32
H 21.81041 -15.26545 0.54855  0.29
C 22.71044 -15.72996 10.17184  -1.36
C 21.45199 -16.31132 9.52605  1.44
C 20.34084 -16.50148 10.53858  -1.33
O 20.92918 -15.41811 8.56070  -0.47
H 23.25086 -16.49637 10.70542  0.40
H 22.38256 -14.86643 10.84641  0.30
H 23.35321 -15.28164 9.39660  0.39
H 21.69589 -17.24039 8.98886  -0.58
H 20.58004 -17.37169 11.19897  0.41
H 19.29827 -16.67797 10.20984  0.09
H 20.39945 -15.69334 11.31246  0.44
H 21.68718 -15.10701 8.02941  0.28
C 20.58132 -21.48559 1.62913  -0.35
O 20.75435 -20.60954 0.51313  -0.59
H 20.37850 -22.51391 1.26104  0.34
H 21.49138 -21.57732 2.16538  0.26
H 19.80994 -21.15544 2.37384  0.00
H 20.05142 -19.97321 0.35627  0.30
C 14.22235 -17.74508 5.97477  -0.36
O 14.87023 -17.06275 4.83129  -0.25
H 13.53119 -17.13907 6.64524  0.33
H 13.64015 -18.64071 5.71008  0.23
H 14.94101 -18.08710 6.71232  -0.02
H 14.12998 -16.75245 4.21407  0.11
C 12.45605 -14.26138 4.12214  -0.50
O 12.31543 -15.68702 4.09414  -0.45
H 11.44786 -13.87703 4.02967  0.40
H 12.90247 -13.97715 5.08148  0.01
H 13.11514 -13.81200 3.34215  0.27
H 12.10414 -15.87312 3.17440  0.25
C 21.22967 -12.50966 -0.26648  -0.60
O 21.06669 -13.49317 0.77724  -0.48
H 20.18787 -12.31870 -0.55698  0.23
H 21.61900 -11.58798 0.23070  0.30
H 21.78578 -12.86430 -1.16400  0.22
H 21.77550 -13.41842 1.44168  0.28

***

Q: Which energy above the lowest of the compared OMol25 structures with the same formula, charge and spin values were calculated for the entries above? A: 1.304, 1.322, 4.724, 0.822, 5.674, 1.715, in eV.